DFT (the ωB97M-V functional and the def2-TZVPD basis) results for a 2-piece molecular cluster, C6H8P2 overall in a non-equilibrium geometry.

Atoms and positions in Å:
H  4.0458  0.3050  -0.5344
P  -1.7620  1.1951  -3.0268
C  1.0926  -0.4630  1.1010
C  -2.0928  -1.0627  -1.3193
H  0.3525  -1.2832  1.2162
H  3.0239  1.6159  0.4768
H  0.7768  0.4230  1.6284
H  -2.1439  -2.0276  -0.8367
C  -3.3429  -0.4324  -1.5578
C  3.1814  0.5533  0.1614
C  -3.3170  0.6546  -2.5168
H  -4.1783  0.9980  -2.9162
H  2.6587  -1.6151  0.1884
P  -0.6970  -0.4634  -2.1305
C  2.3635  -0.5257  0.5220
H  -4.3085  -0.8973  -1.2596

Atoms 1-3, force components in eV/Å:
H -1.098 0.639 1.208
P -1.183 0.294 -0.337
C 0.048 -0.152 0.576

Total energy = -915.95852 hartree
HOMO (alpha / beta) = -8.689 / -7.823 eV
Multiplicity = 1
Energy relative to the best compared isomer or geometry (same formula, charge and spin) = 1.9605 eV
HOMO-LUMO gap (alpha / beta) = 8.395 / 5.383 eV